Record 1
Molecular formula: C4H14N2O
Method: DFT, wB97M-V/def2-TZVPD

The value obtained for the total energy is -9393.14334 eV. Its LUMO energy (alpha / beta) is -0.10519 / -0.29809 Ha. As for the charge: +1. Its spin multiplicity is 2. As for the HOMO energy (alpha / beta): -13.62 / -13.61 eV. The value obtained for the relative energy (zero: lowest compared OMol25 entry of this formula, charge and spin) is 137.61 kJ/mol.

Each line ends with the Löwdin charge.
Positions of all 21 atoms, in Å:
N  -2.005  -1.473  -0.236  0.025
C  -0.667  -1.470  0.335  -0.247
C  -0.382  -0.123  1.137  -0.150
N  0.401  0.928  0.510  -0.017
C  0.553  2.072  1.441  0.019
C  -0.205  1.268  -0.758  -0.022
H  -2.047  -2.060  -1.054  0.088
H  -2.624  -1.664  0.544  0.089
H  0.160  -1.560  -0.379  0.094
H  -0.391  -2.267  1.031  0.115
H  0.076  -0.532  2.037  0.134
H  -1.371  0.198  1.476  0.157
H  0.125  3.010  1.090  0.117
H  0.121  1.846  2.412  0.109
H  1.624  2.266  1.529  0.123
H  0.274  2.107  -1.262  0.119
H  -1.283  1.471  -0.773  0.144
H  -0.151  0.377  -1.396  0.094
H  1.850  -0.149  -1.869  0.006
H  2.300  -1.447  -1.261  0.020
O  2.090  -1.049  -2.086  -0.016


Record 2
Molecular formula: C4H14N2O
Method: DFT, wB97M-V/def2-TZVPD

The value obtained for the total energy is -9393.56620 eV. Its LUMO energy (alpha / beta) is -0.11489 / -0.29655 Ha. As for the charge: +1. Its spin multiplicity is 2. As for the HOMO energy (alpha / beta): -14.35 / -14.32 eV. The value obtained for the relative energy (zero: lowest compared OMol25 entry of this formula, charge and spin) is 96.81 kJ/mol.

Each line ends with the Löwdin charge.
Positions of all 21 atoms, in Å:
N  1.445  0.076  1.919  0.014
C  1.706  -1.022  0.977  -0.255
C  0.878  -0.807  -0.263  -0.117
N  -0.568  -0.786  0.139  0.169
C  -1.557  -0.549  -0.881  -0.190
C  -3.008  -0.695  -0.338  -0.031
H  2.287  0.233  2.467  0.093
H  1.404  0.897  1.307  0.063
H  2.724  -1.354  0.791  0.128
H  1.295  -1.925  1.455  0.124
H  0.926  -1.664  -0.932  0.142
H  1.000  0.145  -0.777  0.146
H  -0.622  -0.049  0.856  0.157
H  -1.416  -1.327  -1.625  0.135
H  -1.414  0.457  -1.293  0.164
H  -3.178  -1.765  -0.332  0.084
H  -3.146  -0.258  0.646  0.085
H  -3.666  -0.250  -1.082  0.092
H  2.162  4.069  -1.239  0.047
H  1.390  3.035  -0.488  0.006
O  1.361  3.539  -1.307  -0.054


Record 3
Molecular formula: C4H14N2O
Method: DFT, wB97M-V/def2-TZVPD

The value obtained for the total energy is -9392.24632 eV. Its LUMO energy (alpha / beta) is -0.10898 / -0.26081 Ha. As for the charge: +1. Its spin multiplicity is 2. As for the HOMO energy (alpha / beta): -13.07 / -13.04 eV. The value obtained for the relative energy (zero: lowest compared OMol25 entry of this formula, charge and spin) is 224.16 kJ/mol.

Each line ends with the Löwdin charge.
Positions of all 21 atoms, in Å:
C  0.927  2.893  0.015  0.003
N  -0.142  1.901  -0.265  0.176
C  -1.318  0.816  1.754  -0.027
C  -0.845  0.535  0.341  -0.241
C  0.085  -0.617  -0.155  -0.181
N  -0.191  -1.878  0.650  0.048
H  1.387  2.905  1.007  0.103
H  0.351  3.841  0.092  0.133
H  1.658  2.787  -0.795  0.116
H  -0.144  1.921  -1.233  0.104
H  -1.680  -0.297  2.066  0.153
H  -0.562  1.202  2.402  0.074
H  -2.188  1.379  1.655  0.059
H  -1.670  0.328  -0.270  0.118
H  1.060  -0.098  0.038  0.110
H  -0.033  -0.825  -1.231  0.125
H  0.051  -2.774  0.177  0.093
H  0.110  -1.878  1.545  0.018
H  1.220  -4.739  -2.085  0.090
H  1.115  -3.564  -3.325  0.084
O  0.809  -3.840  -2.382  -0.157


Record 4
Molecular formula: C4H14N2O
Method: DFT, wB97M-V/def2-TZVPD

The value obtained for the total energy is -9381.91153 eV. Its LUMO energy is -0.37234 Ha. As for the charge: +2. As for the HOMO energy: -18.57 eV. The value obtained for the relative energy (zero: lowest compared OMol25 entry of this formula, charge and spin) is 449.04 kJ/mol.

Each line ends with the Löwdin charge.
Positions of all 21 atoms, in Å:
C  -0.361  0.475  0.462  0.202
C  0.708  -0.394  0.852  -0.159
C  1.208  -0.651  -0.578  -0.206
C  1.424  0.363  -1.436  0.183
N  0.569  -1.957  -1.042  0.247
N  -0.687  1.972  2.593  0.105
H  -1.333  -0.005  0.558  0.118
H  -0.417  1.558  0.377  0.108
H  0.641  -1.348  1.382  0.146
H  1.557  0.040  1.417  0.163
H  1.443  0.193  -2.516  0.122
H  1.728  1.345  -1.090  0.124
H  0.636  -2.562  -0.225  0.170
H  -0.371  -1.998  -1.473  0.155
H  1.135  -2.357  -1.809  0.195
H  -0.481  2.968  2.570  0.077
H  -0.248  1.523  3.395  0.074
H  -1.688  1.959  2.794  0.074
H  -2.010  -0.808  -2.678  0.094
H  -1.498  0.271  -1.828  0.054
O  -1.955  -0.588  -1.725  -0.046


Record 5
Molecular formula: C4H14N2O
Method: DFT, wB97M-V/def2-TZVPD

The value obtained for the total energy is -9367.90110 eV. Its LUMO energy (alpha / beta) is -0.51928 / -0.65048 Ha. As for the charge: +3. Its spin multiplicity is 2. As for the HOMO energy (alpha / beta): -23.62 / -23.61 eV. The value obtained for the relative energy (zero: lowest compared OMol25 entry of this formula, charge and spin) is 70.59 kJ/mol.

Each line ends with the Löwdin charge.
Positions of all 21 atoms, in Å:
C  -0.491  -0.480  1.280  -0.065
C  -0.497  0.957  0.584  -0.048
C  0.397  0.979  -0.599  -0.108
C  1.792  1.122  -0.564  0.397
N  -0.244  0.739  -1.894  0.287
N  -1.417  -0.545  2.458  0.245
H  -0.681  -1.248  0.535  0.140
H  0.526  -0.633  1.629  0.146
H  -1.529  1.175  0.295  0.151
H  -0.177  1.752  1.270  0.172
H  2.396  1.319  -1.450  0.153
H  2.357  1.109  0.364  0.153
H  -1.194  1.146  -1.899  0.212
H  -0.182  -0.296  -2.126  0.179
H  0.300  1.117  -2.696  0.218
H  -0.946  -1.061  3.216  0.204
H  -1.618  0.372  2.880  0.197
H  -2.291  -1.044  2.251  0.203
H  1.818  -2.008  -1.456  0.093
H  0.782  -2.619  -2.335  0.110
O  0.899  -1.853  -1.744  -0.038


Record 6
Molecular formula: C4H14N2O2
Method: DFT, wB97M-V/def2-TZVPD

Its SMILES is NCCNCCO.O. The value obtained for the total energy is -11448.17259 eV. Its LUMO energy is 0.02074 Ha. As for the HOMO energy: -7.95 eV. The value obtained for the relative energy (zero: lowest compared OMol25 entry of this formula, charge and spin) is 242.90 kJ/mol.

Each line ends with the Löwdin charge.
Positions of all 22 atoms, in Å:
N  -1.359  -0.687  -2.167  0.009
C  -0.308  0.290  -2.268  -0.284
C  -0.629  1.574  -1.344  -0.284
N  -0.636  1.306  0.014  -0.123
C  0.666  1.105  0.656  -0.222
C  0.623  0.742  2.160  -0.252
O  0.814  -0.656  2.242  -0.143
H  -1.215  -1.447  -1.557  0.043
H  -2.229  -0.571  -2.613  0.053
H  0.003  0.784  -3.249  0.116
H  0.537  -0.251  -1.967  0.062
H  0.130  2.456  -1.657  0.145
H  -1.602  1.876  -1.872  0.116
H  -1.332  0.569  0.338  0.140
H  1.256  0.367  0.047  0.114
H  1.192  2.087  0.583  0.113
H  1.413  1.368  2.794  0.153
H  -0.365  0.929  2.561  0.099
H  -0.014  -1.118  1.834  0.114
H  1.580  -2.514  0.709  0.033
H  0.619  -3.430  -0.033  0.077
O  0.671  -2.806  0.748  -0.080


Record 7
Molecular formula: C4H14N2O2
Method: DFT, wB97M-V/def2-TZVPD

The value obtained for the total energy is -11447.41304 eV. Its LUMO energy is 0.02969 Ha. As for the HOMO energy: -7.84 eV. The value obtained for the relative energy (zero: lowest compared OMol25 entry of this formula, charge and spin) is 316.18 kJ/mol.

Each line ends with the Löwdin charge.
Positions of all 22 atoms, in Å:
C  1.805  -1.239  -0.923  -0.540
N  1.090  -0.031  -1.255  0.029
O  1.273  -2.361  -1.615  0.000
O  3.157  -1.160  -1.230  0.028
H  3.258  -1.401  -2.160  0.103
H  0.370  -2.517  -1.311  0.082
H  -0.003  -0.208  -1.101  0.069
H  0.968  1.042  -0.134  0.070
H  1.255  0.222  -2.224  0.108
C  -0.531  0.802  1.239  -0.361
C  -1.582  1.439  2.099  -0.081
C  -1.613  -0.361  -0.193  -0.108
N  0.406  1.590  0.676  0.012
H  -0.110  -0.109  1.653  0.103
H  1.736  -1.386  0.161  0.154
H  0.055  2.486  0.352  0.085
H  -2.429  0.763  2.212  0.070
H  -1.174  1.642  3.092  0.084
H  -1.945  2.367  1.658  0.078
H  -1.544  -1.141  -0.960  -0.002
H  -2.213  -0.895  0.550  0.005
H  -2.227  0.456  -0.584  0.013


Record 8
Molecular formula: C4H14N2O2
Method: DFT, wB97M-V/def2-TZVPD

Its SMILES is [H]/N=C/NCCC.O.O. The value obtained for the total energy is -11450.25391 eV. Its LUMO energy is 0.01700 Ha. As for the HOMO energy: -8.93 eV. The value obtained for the relative energy (zero: lowest compared OMol25 entry of this formula, charge and spin) is 42.08 kJ/mol.

Each line ends with the Löwdin charge.
Positions of all 22 atoms, in Å:
C  0.404  -1.889  -0.077  -0.093
C  1.198  -1.028  -1.056  -0.238
C  0.555  0.323  -1.379  -0.214
N  0.590  1.188  -0.223  -0.011
C  -0.516  1.414  0.541  -0.313
N  -0.423  1.699  1.783  0.058
H  0.234  -1.438  0.893  0.066
H  -0.536  -2.142  -0.535  0.063
H  0.970  -2.789  0.080  0.064
H  1.375  -1.613  -1.961  0.105
H  2.171  -0.772  -0.641  0.103
H  0.994  0.776  -2.266  0.109
H  -0.515  0.190  -1.583  0.103
H  1.454  1.418  0.252  0.127
H  -1.437  1.388  -0.046  0.122
H  -1.328  1.883  2.196  0.040
H  2.134  1.652  3.272  0.033
H  1.348  0.839  2.317  -0.032
O  2.239  0.866  2.714  -0.104
H  -3.891  -0.353  -0.755  0.037
H  -3.751  -0.814  -2.179  0.036
O  -3.269  -0.796  -1.346  -0.061


Record 9
Molecular formula: C4H14N2O2
Method: DFT, wB97M-V/def2-TZVPD

Its SMILES is NC[C@H](N)CCO.O. The value obtained for the total energy is -11449.17107 eV. Its LUMO energy is 0.01842 Ha. As for the HOMO energy: -8.91 eV. The value obtained for the relative energy (zero: lowest compared OMol25 entry of this formula, charge and spin) is 146.56 kJ/mol.

Each line ends with the Löwdin charge.
Positions of all 22 atoms, in Å:
N  0.095  -1.797  -0.702  0.021
C  0.133  -0.344  -0.312  -0.375
C  -0.939  -0.244  0.767  -0.170
C  -0.212  -0.189  2.120  -0.267
O  0.152  -1.506  2.500  -0.073
C  -0.251  0.423  -1.618  -0.292
N  0.632  0.117  -2.721  -0.006
H  0.878  -1.963  -1.320  0.055
H  -0.769  -1.887  -1.234  0.072
H  0.597  -1.967  1.774  0.071
H  1.146  -0.023  -0.041  0.138
H  -1.702  -1.032  0.694  0.125
H  -1.560  0.655  0.655  0.108
H  0.578  0.546  2.108  0.098
H  -1.018  0.031  2.823  0.115
H  -0.484  1.499  -1.352  0.093
H  -1.276  0.213  -1.894  0.105
H  0.241  0.394  -3.629  0.075
H  1.508  0.628  -2.774  0.065
H  1.043  3.126  -0.201  0.061
H  0.394  2.786  1.116  0.041
O  0.188  2.851  0.177  -0.059


Record 10
Molecular formula: C4H14N2O2
Method: DFT, wB97M-V/def2-TZVPD

The value obtained for the total energy is -11440.95913 eV. Its LUMO energy (alpha / beta) is -0.10639 / -0.30121 Ha. As for the charge: +1. Its spin multiplicity is 2. As for the HOMO energy (alpha / beta): -14.00 / -13.98 eV. The value obtained for the relative energy (zero: lowest compared OMol25 entry of this formula, charge and spin) is 234.81 kJ/mol.

Each line ends with the Löwdin charge.
Positions of all 22 atoms, in Å:
N  1.452  0.062  -0.885  0.243
C  0.364  0.130  0.012  -0.281
C  0.040  1.642  0.273  -0.123
C  -1.218  2.158  -0.422  -0.245
O  -2.392  1.913  0.322  -0.037
C  0.784  -0.561  1.413  -0.153
N  -0.311  -1.376  1.798  0.089
H  1.761  -0.860  -1.092  0.115
H  2.294  0.593  -0.657  0.150
H  -2.406  1.013  0.661  0.078
H  -0.501  -0.330  -0.445  0.151
H  0.906  2.273  0.038  0.127
H  -0.026  1.809  1.346  0.114
H  -1.164  3.232  -0.566  0.130
H  -1.250  1.684  -1.415  0.126
H  0.930  0.202  2.175  0.137
H  1.652  -1.210  1.310  0.132
H  -0.059  -2.119  2.447  0.120
H  -1.092  -0.888  2.229  0.113
H  0.664  -3.612  -2.680  0.038
H  -0.684  -2.980  -2.936  0.041
O  0.258  -2.775  -2.927  -0.063